(1)
This record from the Open Molecules 2025 dataset describes a molecular structure, C3H5NO2. The level of theory is ωB97M-V/def2-TZVPD.

Cartesian coordinates (Å):
1 O 1.863 -0.709 -0.468
2 O 0.600 1.739 -0.342
3 N -0.242 -1.401 0.364
4 C 0.111 0.707 0.433
5 C 0.820 -0.578 0.139
6 C -1.133 -0.012 -0.066
7 H -1.207 0.071 -1.157
8 H -0.058 -2.360 0.008
9 H 0.043 0.926 1.505
10 H -2.092 0.331 0.379
11 H 1.297 1.294 -0.855

Atoms 1-3, force components in eV/Å:
O -0.115 -0.348 0.544
O 0.197 0.319 -0.093
N -0.496 0.779 -0.358

Its frontier orbital gap is 11.16 eV. The HOMO energy comes out at -10.312 eV. Its spin multiplicity is 1. The maximum force comes out at 1.567 eV/Å. The calculation puts the energy above the lowest of the compared OMol25 structures with the same formula, charge and spin at 53.8 kcal per mole.

(2)
This record from the Open Molecules 2025 dataset describes a molecular structure, H10O5. The level of theory is ωB97M-V/def2-TZVPD.

Cartesian coordinates (Å):
1 O 1.255 -2.008 0.898
2 O -0.902 -1.206 0.137
3 O 0.216 1.276 -1.350
4 O 1.434 0.532 0.557
5 O -2.105 1.375 -0.112
6 H 1.453 -0.481 0.668
7 H 0.906 1.034 -0.367
8 H -2.847 1.876 -0.467
9 H 0.136 -1.430 0.562
10 H -0.734 -0.436 -0.456
11 H 1.331 1.145 1.296
12 H -1.137 -1.874 -0.495
13 H 0.836 1.667 -1.965
14 H -1.421 1.546 -0.815
15 H 2.210 -2.091 0.885

Atoms 1-3, force components in eV/Å:
O -0.786 1.018 -0.004
O 0.491 1.338 -0.073
O 0.771 -0.292 1.161

Its frontier orbital gap is 10.82 eV. The HOMO energy comes out at -10.252 eV. Its spin multiplicity is 1. The maximum force comes out at 2.585 eV/Å. The calculation puts the energy above the lowest of the compared OMol25 structures with the same formula, charge and spin at 63.6 kcal per mole.

(3)
This record from the Open Molecules 2025 dataset describes a single C3H9NO4S molecule. The level of theory is ωB97M-V/def2-TZVPD.

Cartesian coordinates (Å):
1 S -0.148 0.147 -1.945
2 O 1.187 1.067 -0.286
3 O 0.758 -0.958 -2.175
4 O 2.302 -0.902 1.751
5 O -1.622 -0.396 -2.440
6 N -1.931 1.184 0.043
7 C 0.447 0.361 0.742
8 C 1.070 -0.976 1.079
9 C -0.915 0.156 -0.057
10 H -2.436 1.292 0.964
11 H 1.280 -1.422 0.167
12 H 2.434 -1.603 2.336
13 H 0.226 -1.556 1.451
14 H 0.307 1.051 1.709
15 H 2.122 0.945 -0.135
16 H -1.300 -0.898 -0.137
17 H -2.110 0.433 -2.652
18 H -1.672 2.076 -0.415

Atoms 1-3, force components in eV/Å:
S 0.068 1.559 -5.280
O 0.991 0.627 1.578
O 0.780 -1.424 0.153

Its frontier orbital gap (alpha / beta) is 5.08 / 7.51 eV. The HOMO energy (alpha / beta) comes out at -4.400 / -9.603 eV. Its spin multiplicity is 3. The maximum force comes out at 6.570 eV/Å. The calculation puts the energy above the lowest of the compared OMol25 structures with the same formula, charge and spin at 39.9 kcal per mole.

(4)
This record from the Open Molecules 2025 dataset describes a molecular structure, C52H41F5N2O8TeZr. The level of theory is ωB97M-V/def2-TZVPD.

Cartesian coordinates (Å):
1 Te -1.543 -6.815 -1.452
2 Zr -1.521 0.881 -0.470
3 F -7.154 4.791 1.753
4 F -5.323 3.505 3.326
5 F -6.808 4.945 -0.818
6 F -4.436 3.848 -1.993
7 F -2.750 3.229 2.336
8 O -0.795 1.109 1.543
9 O -4.132 -3.484 3.307
10 O -2.699 2.638 -0.493
11 O -3.176 -0.163 -1.539
12 O -0.927 0.616 3.766
13 O -0.151 -0.595 -0.810
14 O -0.579 1.920 -1.810
15 O -4.026 -2.344 -1.667
16 N -2.636 -0.502 0.952
17 N 0.617 -3.372 -0.173
18 C 0.630 -9.911 0.713
19 C -0.103 3.641 -4.065
20 C 0.298 1.567 -2.784
21 C -3.543 -1.377 -1.099
22 C 2.384 -2.194 0.818
23 C -3.896 -2.521 1.142
24 C -3.634 -2.483 2.525
25 C 2.639 3.744 4.130
26 C 1.654 -0.202 -3.985
27 C 2.635 3.736 -4.741
28 C 3.701 -1.707 0.638
29 C 1.553 -2.536 -0.395
30 C -2.210 -0.621 2.229
31 C 0.735 2.605 -3.636
32 C 0.973 4.818 -0.200
33 C -0.039 -4.201 -1.188
34 C 3.342 -1.634 -5.198
35 C -1.317 -4.834 -0.616
36 C 1.738 -1.737 -1.674
37 C 2.123 2.659 -3.972
38 C 1.906 -2.195 2.151
39 C -5.054 3.654 2.022
40 C 2.333 -2.213 -2.877
41 C -3.791 3.337 1.532
42 C -0.138 -10.072 1.849
43 C -1.211 0.440 2.596
44 C -3.368 -1.459 0.368
45 C 0.369 5.967 0.353
46 C 2.067 2.956 2.952
47 C 0.896 0.221 -2.845
48 C 3.211 2.204 2.254
49 C 4.536 -1.499 1.756
50 C 2.387 -1.369 -4.015
51 C 4.145 -1.800 3.041
52 C 1.420 3.798 0.611
53 C -5.856 4.350 -0.108
54 C 1.747 4.664 -5.285
55 C 0.048 5.930 1.707
56 C 0.473 -8.854 -0.194
57 C 1.305 3.886 2.015
58 C -1.330 -8.068 1.243
59 C -6.052 4.253 1.234
60 C -0.508 -7.865 0.116
61 C 2.810 -2.101 3.219
62 C -4.685 3.828 -0.671
63 C 0.540 4.924 2.531
64 C 0.403 4.633 -4.908
65 C -2.784 -1.517 3.100
66 C 0.825 -0.686 -1.738
67 C 0.010 7.193 -0.475
68 C -3.644 3.224 0.139
69 C -1.129 -9.177 2.101
70 H -1.140 3.694 -3.727
71 H 0.077 -10.845 2.578
72 H 0.321 7.064 -1.507
73 H 0.286 4.889 3.620
74 H 3.273 4.596 3.783
75 H 2.806 -3.174 -2.808
76 H -0.195 -3.644 -2.134
77 H 2.986 -2.453 -5.833
78 H -2.589 -1.364 4.164
79 H 3.710 3.691 -4.982
80 H 4.154 -1.392 -0.319
81 H 4.837 -1.763 3.877
82 H 1.165 -8.748 -1.040
83 H -1.061 7.325 -0.593
84 H -2.208 -4.276 -0.944
85 H 0.420 8.143 -0.082
86 H 5.540 -1.184 1.539
87 H 1.900 4.098 4.830
88 H 2.360 -2.383 4.177
89 H 3.827 2.881 1.617
90 H -1.704 -9.301 2.986
91 H 3.313 3.136 4.745
92 H 3.421 -0.790 -5.938
93 H -1.282 -4.882 0.491
94 H 4.403 -1.855 -4.960
95 H 1.421 -10.657 0.483
96 H -0.555 6.719 2.106
97 H 2.111 5.515 -5.905
98 H 1.345 2.243 3.343
99 H -4.667 -3.232 4.092
100 H 1.111 4.752 -1.270
101 H 1.778 2.836 0.156
102 H 0.832 -2.351 2.272
103 H 0.668 -5.007 -1.460
104 H 3.878 1.679 2.914
105 H 2.722 1.447 1.532
106 H -2.232 -7.438 1.421
107 H 1.494 0.407 -4.892
108 H -0.326 5.349 -5.377
109 H -4.544 -3.182 0.579
110 H 2.835 1.850 -3.710

Atoms 1-3, force components in eV/Å:
Te 0.461 0.269 0.516
Zr -3.711 -0.296 3.120
F -0.196 -0.242 0.456

Its frontier orbital gap is 5.52 eV. The HOMO energy comes out at -7.821 eV. Its spin multiplicity is 1. The maximum force comes out at 6.273 eV/Å.

(5)
This record from the Open Molecules 2025 dataset describes 2 unconnected molecules or ions with the total composition C6H12N2. The level of theory is ωB97M-V/def2-TZVPD.

Cartesian coordinates (Å):
1 N 1.995 -0.254 -0.123
2 N 0.944 -1.938 0.852
3 C 1.380 0.195 1.020
4 C -1.742 1.060 -1.575
5 C 1.701 -1.515 -0.200
6 C -2.193 -0.380 -1.459
7 C 0.695 -0.820 1.613
8 C 1.551 1.565 1.572
9 H -1.455 -1.010 -1.954
10 H 2.326 1.646 2.337
11 H -2.276 1.755 -0.927
12 H 0.355 -2.745 0.703
13 H 0.638 1.932 2.035
14 H -0.705 1.115 -1.238
15 H -1.812 1.413 -2.604
16 H 2.001 -2.100 -1.052
17 H 0.180 -0.841 2.557
18 H 1.791 2.283 0.785
19 H -2.193 -0.810 -0.464
20 H -3.181 -0.551 -1.877

Atoms 1-3, force components in eV/Å:
N 0.240 0.522 0.092
N -0.110 -0.484 -1.110
C 0.052 0.069 0.602

Its frontier orbital gap is 9.57 eV. The HOMO energy comes out at -8.689 eV. Its SMILES is Cc1c[nH]cn1.CC. Its spin multiplicity is 1. The maximum force comes out at 1.215 eV/Å. The calculation puts the energy above the lowest of the compared OMol25 structures with the same formula, charge and spin at 4.3 kcal per mole.

(6)
This record from the Open Molecules 2025 dataset describes a single C4H8O molecule. The level of theory is ωB97M-V/def2-TZVPD.

Cartesian coordinates (Å):
1 O 0.154 0.966 -1.290
2 C 1.260 -0.560 0.109
3 C -1.278 -0.839 -0.090
4 C -0.016 1.491 0.059
5 C -0.079 0.062 -0.226
6 H -2.227 -0.365 -0.350
7 H 0.807 1.715 0.752
8 H -0.765 2.267 0.028
9 H -1.318 -1.130 0.969
10 H -1.158 -1.753 -0.682
11 H 1.337 -0.788 1.174
12 H 2.029 0.178 -0.149
13 H 1.434 -1.449 -0.501

Atoms 1-3, force components in eV/Å:
O 0.210 0.394 0.148
C 0.084 -0.201 0.110
C -0.011 0.067 -0.093

Its frontier orbital gap is 10.90 eV. The HOMO energy comes out at -9.888 eV. Its SMILES is CC1(C)CO1. Its spin multiplicity is 1. The maximum force comes out at 1.144 eV/Å. The calculation puts the energy above the lowest of the compared OMol25 structures with the same formula, charge and spin at 36.2 kcal per mole.

(7)
This record from the Open Molecules 2025 dataset describes a single C14H19NO2S molecule. The level of theory is ωB97M-V/def2-TZVPD.

Cartesian coordinates (Å):
1 S 1.264 -2.049 2.134
2 O 0.040 3.707 -1.062
3 O 0.735 0.750 2.814
4 N 0.333 1.489 0.727
5 C 0.029 -5.231 -0.055
6 C -0.898 -4.060 -0.454
7 C 0.789 2.561 -1.412
8 C 0.345 -0.896 1.200
9 C -0.304 -2.903 0.287
10 C 0.487 0.498 1.644
11 C -0.455 -1.508 0.268
12 C -0.346 3.801 0.306
13 C 0.463 2.858 1.193
14 C 0.708 2.412 -2.926
15 C 0.592 -3.334 1.223
16 C 0.740 -4.815 1.252
17 C -1.851 3.563 0.462
18 C 0.253 1.312 -0.706
19 H 0.776 -5.378 -0.836
20 H 1.518 3.158 1.199
21 H -0.321 2.231 -3.227
22 H 1.332 1.588 -3.259
23 H -2.099 2.513 0.334
24 H -2.170 3.876 1.453
25 H -0.126 4.836 0.604
26 H 1.844 2.705 -1.121
27 H -1.140 -0.989 -0.376
28 H -0.920 -3.905 -1.533
29 H 1.046 3.331 -3.396
30 H 0.100 2.895 2.222
31 H -0.522 -6.162 0.063
32 H -0.788 1.166 -1.024
33 H -1.923 -4.235 -0.118
34 H 0.238 -5.230 2.130
35 H 0.836 0.437 -1.006
36 H -2.386 4.144 -0.284
37 H 1.781 -5.138 1.280

Atoms 1-3, force components in eV/Å:
S -0.440 -0.059 -0.464
O -0.108 0.009 -0.167
O 0.145 -0.025 0.204

Its frontier orbital gap is 9.21 eV. The HOMO energy comes out at -8.484 eV. Its SMILES is C[C@@H]1CN(C(=O)c2cc3c(s2)CCC3)C[C@H](C)O1. Its spin multiplicity is 1. The maximum force comes out at 0.642 eV/Å. The calculation puts the energy above the lowest of the compared OMol25 structures with the same formula, charge and spin at 15.7 kcal per mole.

(8)
This record from the Open Molecules 2025 dataset describes a molecular structure, C6H8N2. The level of theory is ωB97M-V/def2-TZVPD.

Cartesian coordinates (Å):
1 N -1.234 0.066 0.255
2 N 2.293 -0.730 -0.374
3 C 0.929 0.734 -0.032
4 C -2.839 -0.075 -0.162
5 C 2.444 0.594 0.147
6 C 0.931 -0.709 -0.030
7 C -0.449 1.246 -0.097
8 C -0.361 -1.031 0.126
9 H 3.182 -1.465 0.106
10 H -3.041 0.680 -0.844
11 H -3.383 -0.473 0.755
12 H 2.957 1.205 -0.604
13 H -1.006 2.124 0.095
14 H 3.224 0.772 0.957
15 H -2.771 -1.016 -0.889
16 H -0.874 -1.922 0.591

Atoms 1-3, force components in eV/Å:
N 0.038 1.556 -2.525
N 4.624 -5.240 2.133
C -3.384 1.154 1.152

Its frontier orbital gap is 8.65 eV. The HOMO energy comes out at -7.705 eV. Its spin multiplicity is 1. The maximum force comes out at 7.307 eV/Å. The calculation puts the energy above the lowest of the compared OMol25 structures with the same formula, charge and spin at 149.0 kcal per mole.

(9)
This record from the Open Molecules 2025 dataset describes a molecular structure, C35H33CdN12O5S2. The level of theory is ωB97M-V/def2-TZVPD.

Cartesian coordinates (Å):
1 Cd -0.739 -0.633 -0.495
2 S 2.291 -0.712 -1.787
3 S -5.236 1.421 4.308
4 O 1.131 0.242 -1.853
5 O 2.601 1.984 1.228
6 O -1.218 -3.053 2.075
7 O -0.290 -4.459 0.630
8 O 0.356 1.518 0.742
9 N -2.395 -0.030 1.091
10 N 0.466 -4.059 -2.991
11 N -2.452 0.744 -4.239
12 N -0.488 -2.409 -1.974
13 N -2.540 1.426 -2.187
14 N -0.125 -3.330 -3.944
15 N -1.417 -1.357 -3.945
16 N -5.522 -1.823 7.503
17 N 0.739 -1.178 1.066
18 N -2.833 1.727 -3.403
19 N 0.272 -3.526 -1.836
20 N -1.949 0.201 -2.169
21 C 2.760 -2.190 -6.050
22 C -5.120 -2.127 6.270
23 C 4.784 2.464 -1.898
24 C -5.696 0.460 6.790
25 C 1.957 -0.532 -4.505
26 C 0.953 -2.490 1.305
27 C -5.804 -0.545 7.737
28 C 1.609 1.037 1.072
29 C 3.657 1.666 -2.017
30 C -3.589 0.464 0.780
31 C 3.294 -2.925 -5.002
32 C -5.280 0.124 5.505
33 C -2.859 0.322 3.398
34 C -1.727 3.534 0.886
35 C -4.120 0.808 3.077
36 C -4.989 -1.208 5.241
37 C 3.091 -0.823 1.688
38 C -2.034 -0.101 2.374
39 C 2.146 -3.048 1.655
40 C -1.913 -0.171 -3.446
41 C 4.920 -0.224 -1.191
42 C 3.163 -2.469 -3.699
43 C 6.045 0.580 -1.083
44 C 2.089 -0.999 -5.803
45 C 2.512 -1.270 -3.472
46 C 3.743 0.328 -1.670
47 C -4.493 0.884 1.744
48 C -0.339 4.926 -0.680
49 C 3.250 -2.151 1.844
50 C 5.976 1.921 -1.435
51 C -0.291 -3.347 1.356
52 C 1.803 -0.281 1.270
53 C -0.319 3.829 0.380
54 C -0.698 -2.327 -3.285
55 C 0.307 2.584 -0.225
56 H -0.310 2.247 -1.061
57 H -0.930 4.606 -1.542
58 H 0.199 -4.282 -0.223
59 H -2.524 0.260 4.425
60 H 3.525 -3.060 -2.866
61 H -5.465 1.258 1.456
62 H 1.402 0.371 -4.280
63 H -2.354 3.199 0.056
64 H 0.307 4.156 1.220
65 H 6.971 0.163 -0.708
66 H 1.310 2.789 -0.595
67 H 2.843 -2.560 -7.064
68 H -6.129 -0.301 8.743
69 H 2.226 -4.108 1.842
70 H -1.050 -0.513 2.561
71 H 4.946 -1.264 -0.889
72 H -5.922 1.485 7.051
73 H 2.462 2.442 2.068
74 H 4.216 -2.546 2.138
75 H 4.730 3.513 -2.159
76 H -1.715 2.747 1.642
77 H -4.663 -1.535 4.264
78 H 3.780 -3.872 -5.194
79 H 1.650 -0.442 -6.621
80 H -3.819 0.536 -0.276
81 H 0.669 5.163 -1.030
82 H 2.710 2.064 -2.358
83 H -1.413 -1.431 -4.948
84 H -2.182 4.426 1.324
85 H -4.888 -3.170 6.085
86 H 6.853 2.550 -1.338
87 H -0.786 5.842 -0.288
88 H 3.911 -0.132 1.835

Atoms 1-3, force components in eV/Å:
Cd 0.027 0.053 -0.001
S 0.010 -0.029 0.012
S -0.012 0.031 0.015

Its frontier orbital gap is 5.65 eV. The HOMO energy comes out at -3.611 eV. Its spin multiplicity is 1. The maximum force comes out at 0.081 eV/Å. The calculation puts the energy above the lowest of the compared OMol25 structures with the same formula, charge and spin at 0.0 kcal per mole. As for the net charge: -1.

(10)
This record from the Open Molecules 2025 dataset describes a molecular structure, C22H30CoFN10O4P. The level of theory is ωB97M-V/def2-TZVPD.

Cartesian coordinates (Å):
1 Co 0.894 -0.352 -0.340
2 P -0.237 1.642 -2.823
3 F 3.655 -4.501 3.030
4 O -0.876 -4.527 0.249
5 O 0.717 -2.587 -2.493
6 O 1.230 -2.167 -0.333
7 O 1.148 -4.144 4.193
8 N 0.189 -4.772 2.239
9 N 1.786 -0.064 -1.991
10 N 1.392 -4.782 0.249
11 N 0.389 -0.482 1.645
12 N 2.160 0.651 -4.017
13 N -2.347 -0.236 -2.613
14 N 0.251 3.627 -0.856
15 N 0.731 1.594 -0.191
16 N 0.442 -1.542 4.376
17 N -0.779 -0.529 -1.132
18 C 2.541 -4.618 2.321
19 C 1.545 -0.674 3.867
20 C 1.393 -4.428 -1.162
21 C 1.284 -4.513 3.029
22 C -1.192 0.250 -2.134
23 C -0.846 -1.283 3.656
24 C 2.009 1.345 -5.302
25 C -0.204 4.753 -1.685
26 C 0.771 3.736 0.401
27 C 3.217 -0.144 -3.669
28 C 0.242 2.325 -1.194
29 C 1.660 -0.799 2.354
30 C -0.676 -1.382 2.144
31 C -1.681 -1.551 -0.985
32 C 2.553 -4.732 0.985
33 C 0.158 -4.708 0.853
34 C -3.136 0.318 -3.723
35 C -2.666 -1.360 -1.905
36 C 1.072 2.471 0.809
37 C 1.078 -2.952 -1.406
38 C 1.309 0.687 -2.979
39 C 2.978 -0.590 -2.404
40 H -2.551 0.301 -4.639
41 H -1.581 -2.008 4.003
42 H 1.055 1.084 -5.754
43 H -1.260 4.641 -1.918
44 H -4.016 -0.305 -3.854
45 H 0.312 -1.372 5.377
46 H -0.059 5.669 -1.122
47 H 0.627 -5.001 -1.679
48 H 4.037 -0.331 -4.341
49 H -1.623 -1.104 1.683
50 H 0.381 4.802 -2.600
51 H -1.544 -2.377 -0.307
52 H 2.809 1.019 -5.960
53 H 2.473 -0.985 4.344
54 H 2.081 2.420 -5.160
55 H 3.568 -1.253 -1.795
56 H -1.189 -0.289 3.947
57 H 2.355 -4.679 -1.607
58 H -3.449 1.332 -3.489
59 H 0.109 0.470 1.880
60 H -0.432 -2.393 1.826
61 H 3.483 -4.765 0.433
62 H 1.945 -1.811 2.060
63 H 1.545 2.172 1.730
64 H -3.549 -1.939 -2.116
65 H 0.896 4.687 0.891
66 H -0.716 -4.811 2.692
67 H 0.716 -2.563 4.302
68 H 2.452 -0.124 2.018
69 H 1.324 0.351 4.169

Atoms 1-3, force components in eV/Å:
Co 0.004 -0.055 0.062
P -0.016 -0.023 -0.015
F 0.019 0.000 0.009

Its frontier orbital gap is 6.68 eV. The HOMO energy comes out at -16.738 eV. Its spin multiplicity is 1. The maximum force comes out at 0.107 eV/Å. The calculation puts the energy above the lowest of the compared OMol25 structures with the same formula, charge and spin at 9.1 kcal per mole. As for the net charge: +3.